One molecule with the formula C8H9B at a distorted geometry, computed with ωB97M-V with the def2-TZVPD basis set.

Output
Energy relative to the best compared isomer or geometry (same formula, charge and spin)   35.5 kcal per mole
SMILES string   C=CBc1ccccc1
Spin multiplicity   1
Gap between HOMO and LUMO   0.3333 Ha
Net charge   0
Lowest unoccupied orbital energy   -0.072 eV

XYZ file:
```
18
Properties=species:S:1:pos:R:3:forces:R:3
B 1.152 1.055 -0.383 1.9645 -3.2944 1.5605
C -3.136 -0.242 0.022 0.9002 -1.1487 2.3823
C -2.137 -0.875 0.748 2.2220 -0.1984 0.8596
C -2.662 0.703 -0.812 0.6007 2.3117 -3.1855
C -0.718 -0.543 0.672 -2.8805 0.5768 -1.3390
C -1.298 1.059 -1.006 -1.1605 -2.2976 2.1978
C -0.283 0.474 -0.178 -1.3387 1.1361 -1.5135
C 3.215 -0.926 0.380 -1.3017 0.4592 -4.0836
C 2.415 -0.091 -0.291 -1.6349 0.8779 -1.7652
H -4.171 -0.517 0.285 0.5238 0.4586 -0.7859
H -2.453 -1.626 1.454 0.2216 -0.3305 0.1202
H -3.349 1.188 -1.504 -0.0352 0.0235 0.1169
H 0.053 -1.107 1.090 0.7191 -1.0123 1.3546
H -1.044 1.556 -1.897 0.2776 1.3161 -0.6341
H 3.717 -1.743 -0.132 0.0838 0.2418 0.1846
H 3.290 -0.808 1.355 0.6904 0.1807 4.5911
H 2.400 -0.359 -1.383 0.0066 0.1926 0.3271
H 1.342 2.160 -0.690 0.1417 0.5069 -0.3878
```
Forces are in eV/Å.

Atom charges from the Mulliken analysis, given in e for atoms 1 to 4: number 1, B, carries 0.187; number 2, C, carries -0.615; number 3, C, carries -0.224; number 4, C, carries -0.214